(1)
# C14H25BrCeO3P2

A structure of composition C14H25BrCeO3P2 in a non-equilibrium geometry (ωB97M-V/def2-TZVPD, OMol25).

Summary:
LUMO level ... -9.5 eV

```
! RIJCOSX wB97M-V def2-TZVPD def2/J DEFGRID3
* xyz 2 1
Ce -0.05 -0.54 -1.54
H -0.97 -1.12 -0.14
H -0.98 -0.07 -0.15
P -0.24 -2.93 -1.79
P -0.25 1.83 -1.78
C 1.27 2.75 -1.38
H 1.14 3.81 -1.64
H 1.49 2.66 -0.30
H 2.12 2.33 -1.93
C -0.55 2.19 -3.53
H -1.49 1.72 -3.85
H -0.60 3.28 -3.68
H 0.27 1.77 -4.14
C -1.57 2.73 -0.90
H -1.41 2.66 0.18
H -1.57 3.78 -1.21
H -2.54 2.27 -1.14
C -0.37 -3.28 -3.57
H -0.44 -4.37 -3.73
H -1.26 -2.78 -3.98
H 0.52 -2.89 -4.09
C 1.20 -3.89 -1.23
H 1.30 -3.81 -0.14
H 1.07 -4.95 -1.52
H 2.11 -3.49 -1.70
C -1.67 -3.79 -1.07
H -2.60 -3.31 -1.40
H -1.67 -4.85 -1.38
H -1.63 -3.73 0.03
C 1.59 -0.55 -0.47
O 2.63 -0.55 0.04
H 0.61 -0.53 -2.87
Br 0.47 3.60 1.99
C 0.41 2.31 3.39
C 0.48 2.84 4.68
C 0.43 2.01 5.80
C 0.31 0.64 5.63
C 0.24 0.10 4.36
C 0.29 0.91 3.20
C 0.18 0.18 1.86
O 0.04 -1.07 1.91
O 0.22 0.81 0.71
H 0.57 3.91 4.84
H 0.48 2.43 6.80
H 0.27 -0.01 6.51
H 0.15 -0.98 4.28
*
```

---

(2)
# C14H25ClNPPt

A structure of composition C14H25ClNPPt in a non-equilibrium geometry (ωB97M-V/def2-TZVPD, OMol25).

Summary:
LUMO level (alpha / beta) ... -5.4 / -9.7 eV
⟨S²⟩ ... 6.0328

```
! RIJCOSX wB97M-V def2-TZVPD def2/J DEFGRID3
* xyz 2 5
C -2.62 0.21 -2.47
C -2.21 -0.94 -1.79
C -1.39 -0.86 -0.64
C -1.09 0.45 -0.17
C -1.30 1.57 -0.99
C -2.16 1.47 -2.08
C -1.08 -2.15 0.09
C 0.08 -3.14 -0.29
N 1.34 -2.72 -0.84
Pt -0.61 1.01 1.85
C -0.74 2.91 -0.57
P 0.51 2.61 0.75
H -2.58 -1.92 -2.10
H -2.46 2.39 -2.59
H -3.32 0.13 -3.30
H -1.54 3.52 -0.14
H -0.29 3.47 -1.41
H -0.95 -1.93 1.15
H -1.99 -2.78 0.04
H 0.38 -3.66 0.64
C 1.23 4.06 1.53
C 1.85 1.72 -0.12
H -0.30 -3.93 -0.97
C 1.48 -2.19 -2.16
C 2.51 -2.69 0.00
H 0.26 1.59 3.21
H 1.80 -2.99 -2.86
H 0.54 -1.75 -2.53
H 2.25 -1.41 -2.14
H 3.15 -3.56 -0.20
H 3.10 -1.79 -0.22
H 2.22 -2.69 1.06
H 2.49 2.41 -0.69
H 2.47 1.18 0.62
H 1.41 0.97 -0.80
H 1.48 4.84 0.81
H 0.53 4.47 2.26
H 2.16 3.78 2.05
H 0.47 0.78 3.18
Cl -0.74 -1.70 3.48
C -1.71 -0.27 3.01
H -2.55 -0.64 2.42
H -2.08 0.16 3.95
*
```

---

(3)
# C14H25GaI2OP2

A structure of composition C14H25GaI2OP2 in a non-equilibrium geometry (ωB97M-V/def2-TZVPD, OMol25).

Summary:
LUMO level (alpha / beta) ... -9.2 / -9.2 eV
Energy relative to the best compared isomer or geometry (same formula, charge and spin) ... 416.7 kJ/mol

```
! RIJCOSX wB97M-V def2-TZVPD def2/J DEFGRID3
* xyz 2 1
I -2.89 5.75 0.58
I -4.78 3.65 -0.84
Ga -0.59 0.58 -0.07
P 0.73 0.73 -2.00
C 0.17 2.13 -3.03
C 2.53 0.97 -1.87
H 2.96 1.05 -2.88
H 1.11 -0.58 -4.01
H 3.00 0.12 -1.35
H 0.97 -1.62 -2.56
H 0.36 3.07 -2.50
H 2.74 1.89 -1.31
C 0.56 -0.74 -3.07
H 0.72 2.13 -3.98
H -0.50 -0.91 -3.29
H -0.90 2.04 -3.23
P -0.95 -0.46 2.04
C -2.17 0.48 3.02
C -1.65 -2.14 1.97
H 1.24 -1.28 2.72
H 0.13 -1.14 4.11
H 0.89 0.33 3.42
C 0.47 -0.66 3.18
H -0.93 -2.84 1.54
H -1.92 -2.47 2.98
H -2.39 -0.04 3.96
H -3.10 0.58 2.44
H -2.55 -2.13 1.34
H -1.78 1.48 3.23
C -1.52 2.08 0.10
O -2.12 3.06 0.28
C 1.76 -2.27 0.06
C 2.67 -3.32 0.02
C 4.00 -3.15 -0.49
C 4.87 -4.24 -0.61
C 4.49 -5.51 -0.17
C 3.22 -5.69 0.40
C 2.31 -4.64 0.49
H 0.68 -2.45 0.13
H 2.11 -1.23 0.13
H 4.29 -2.16 -0.83
H 5.84 -4.07 -1.07
H 5.16 -6.36 -0.26
H 2.91 -6.67 0.78
H 1.32 -4.77 0.92
*
```

---

The calculation returns the following electronic energy values, one per record and in order: -122584.8941; -41448.9852; -104106.9362 eV.